# 1
Here is 2 unconnected molecules or ions with the total composition C3H10N2O2 at a distorted geometry from the Open Molecules 2025 dataset. Energies are from ωB97M-V/def2-TZVPD.

Geometry as XYZ:
```
17
Properties=species:S:1:pos:R:3
C 1.026 1.523 -0.609
C -0.153 1.291 0.272
N -1.179 0.655 -0.183
N -2.365 0.726 0.514
H 0.871 1.108 -1.604
H 1.894 1.010 -0.199
H 1.236 2.585 -0.687
H -0.259 1.919 1.158
H -2.278 0.592 1.524
H -3.033 0.058 0.153
O -0.467 -1.805 -0.426
C 0.655 -1.769 0.335
O 1.837 -1.549 -0.402
H -0.866 -0.770 -0.515
H 0.742 -2.711 0.901
H 0.599 -0.853 1.015
H 1.743 -2.010 -1.245
```

Summary:
SMILES: C/C=N/N.OCO
Relative energy (zero: lowest compared OMol25 entry of this formula, charge and spin), eV: 3.020
E_tot, a.u.: -380.22570
Frontier orbital gap, eV: 10.300
Highest occupied orbital energy, eV: -9.44

=====

# 2
Here is a molecular structure, C10H20N2OPTi at a distorted geometry from the Open Molecules 2025 dataset. Energies are from ωB97M-V/def2-TZVPD.

Geometry as XYZ:
```
35
Properties=species:S:1:pos:R:3
C -0.699 0.565 -1.384
C -1.376 1.780 -1.598
C -0.452 2.861 -1.368
C 0.813 2.306 -1.081
C 0.669 0.881 -0.973
Ti 1.385 -1.317 1.195
P 0.446 -3.412 0.380
H -1.108 -0.437 -1.523
H -2.404 1.849 -1.920
H -0.721 3.915 -1.437
H 1.468 0.139 -0.743
H 1.733 2.846 -0.846
H 1.198 -4.209 -0.546
H -0.750 -3.220 -0.403
H -0.023 -4.422 1.280
C 2.317 -0.465 3.004
N 1.179 -0.157 3.956
C 1.513 0.225 5.320
C -0.036 -0.246 3.395
O -0.055 -0.642 2.169
N -1.217 0.076 3.945
C -1.451 0.161 5.377
C -2.373 0.197 3.064
H 3.257 -0.202 3.493
H 2.241 0.209 2.077
H 2.387 -1.601 2.768
H 1.113 1.218 5.578
H 1.169 -0.532 6.037
H 2.598 0.299 5.383
H -1.038 1.086 5.800
H -2.530 0.179 5.526
H -1.041 -0.719 5.897
H -2.130 0.785 2.163
H -2.762 -0.790 2.771
H -3.154 0.716 3.619
```

Summary:
Spin multiplicity: 2
E_tot, a.u.: -1768.35888
Frontier orbital gap (spin up / spin down), eV: 5.238 / 5.289
<S²>: 0.7679
Highest occupied orbital energy (spin up / spin down), eV: -5.39 / -5.35

=====

# 3
Here is C8H17BO2 in the gas phase at a distorted geometry from the Open Molecules 2025 dataset. Energies are from ωB97M-V/def2-TZVPD.

Geometry as XYZ:
```
28
Properties=species:S:1:pos:R:3
B -0.207 1.464 1.326
C -1.747 1.263 1.872
C 0.863 1.912 2.377
C 1.881 -2.721 -2.688
C -3.840 2.389 2.309
C 0.139 1.230 -0.236
C 0.680 -2.281 -1.838
C 0.125 -0.329 -0.221
C 0.759 -0.791 -1.573
O -2.365 0.208 1.678
O -2.412 2.361 2.285
H 1.436 1.051 2.630
H 0.593 2.418 3.320
H 1.543 2.533 1.834
H 2.655 -2.354 -1.980
H 1.976 -2.280 -3.619
H 1.941 -3.829 -2.789
H -4.252 2.376 1.347
H -4.047 3.292 2.919
H -4.302 1.639 2.810
H 0.997 1.821 -0.487
H -0.658 1.600 -0.904
H -0.257 -2.551 -2.312
H 0.754 -2.895 -0.895
H -1.000 -0.472 -0.170
H 0.543 -0.739 0.637
H 1.771 -0.484 -1.395
H 0.280 -0.183 -2.249
```

Summary:
Spin multiplicity: 3
Relative energy (zero: lowest compared OMol25 entry of this formula, charge and spin), eV: 0.000
E_tot, a.u.: -490.14787
Frontier orbital gap (spin up / spin down), eV: 6.229 / 7.099
<S²>: 2.0076
Highest occupied orbital energy (spin up / spin down), eV: -5.48 / -9.89

=====

# 4
Here is 2 unconnected molecules or ions with the total composition C3HF3O at a distorted geometry from the Open Molecules 2025 dataset. Energies are from ωB97M-V/def2-TZVPD.

Geometry as XYZ:
```
8
Properties=species:S:1:pos:R:3
C -2.648 0.021 0.143
C 0.826 -0.591 0.505
C 0.864 0.446 -0.304
O -2.009 0.141 -0.778
F 0.409 -0.504 1.754
F 0.512 1.678 -0.001
F 1.127 0.433 -1.624
H 0.920 -1.625 0.305
```

Summary:
Relative energy (zero: lowest compared OMol25 entry of this formula, charge and spin), eV: 1.220
E_tot, a.u.: -489.69243
Frontier orbital gap, eV: 11.072
Highest occupied orbital energy, eV: -10.09

=====

# 5
Here is C4H12N2S in the gas phase at a distorted geometry from the Open Molecules 2025 dataset. Energies are from ωB97M-V/def2-TZVPD.

Geometry as XYZ:
```
19
Properties=species:S:1:pos:R:3
C -2.223 0.464 0.980
N -1.257 0.767 -0.192
C 0.047 0.172 0.032
C 0.223 -0.921 -1.210
N 0.582 -2.241 -0.486
C 1.258 1.141 0.136
S 2.715 0.161 0.209
H -2.413 -0.728 0.901
H -3.098 1.107 1.072
H -1.558 0.533 1.988
H -1.207 1.806 -0.323
H 0.056 -0.295 1.132
H -0.575 -0.814 -1.951
H 0.995 -0.908 -1.946
H 1.012 -1.868 0.378
H -0.240 -2.656 -0.187
H 1.029 1.833 0.954
H 1.229 1.622 -0.770
H 3.424 0.824 -0.715
```

Summary:
SMILES: CN[C@@H](CN)CS
Relative energy (zero: lowest compared OMol25 entry of this formula, charge and spin), eV: 2.868
E_tot, a.u.: -667.18949
Frontier orbital gap, eV: 9.456
Highest occupied orbital energy, eV: -8.60

=====

# 6
Here is a molecular structure, C6H12AgCl6NiO8P2Sn2 at a distorted geometry from the Open Molecules 2025 dataset. Energies are from ωB97M-V/def2-TZVPD.

Geometry as XYZ:
```
38
Properties=species:S:1:pos:R:3
Ag -5.223 4.740 21.384
Ni -9.284 4.721 20.992
Sn -6.839 6.367 17.791
Sn -9.754 1.996 18.067
P -7.164 3.557 19.932
O -5.761 3.087 20.360
O -8.435 2.982 20.608
O -7.420 3.668 18.460
O -7.254 4.920 20.742
P -10.105 5.979 18.786
O -9.801 6.123 17.318
O -10.365 4.526 19.192
O -11.594 6.360 18.891
O -9.155 6.339 19.869
Cl -7.454 -1.518 22.260
C -6.926 0.096 21.584
C -6.247 -0.129 20.184
Cl -7.314 -0.350 18.872
H -6.112 0.372 22.254
H -7.708 0.854 21.623
H -5.503 -0.924 20.246
H -5.695 0.790 19.987
Cl -4.179 4.650 16.207
C -3.954 3.364 17.480
C -2.518 2.838 17.482
Cl -2.238 1.537 18.742
H -4.641 2.540 17.286
H -4.105 3.670 18.515
H -1.903 3.726 17.629
H -2.307 2.398 16.508
Cl -11.594 -0.946 23.529
C -11.467 0.695 22.808
C -10.445 0.620 21.723
Cl -11.130 -0.131 20.263
H -11.088 1.356 23.587
H -12.424 1.094 22.473
H -9.600 0.032 22.081
H -10.017 1.607 21.549
```

Summary:
Net charge: +1
Spin multiplicity: 5
E_tot, a.u.: -6365.27314
Frontier orbital gap (spin up / spin down), eV: 3.874 / 6.257
<S²>: 6.0152
Highest occupied orbital energy (spin up / spin down), eV: -9.67 / -12.06